Entry 1:
C54H99N18O4S | the ωB97M-V functional and the def2-TZVPD basis

Positions of all 176 atoms, in Å:
S (13.363, 7.980, -6.351)
O (12.038, 8.351, -6.802)
O (13.483, 8.170, -4.938)
O (13.666, 6.605, -6.746)
O (14.283, 8.884, -7.101)
C (11.109, 13.368, -8.144)
C (11.967, 12.294, -7.479)
N (13.228, 12.870, -7.042)
C (14.376, 12.138, -6.712)
C (15.348, 12.897, -6.177)
N (14.852, 14.193, -6.235)
C (13.516, 14.151, -6.576)
C (15.612, 15.387, -5.869)
H (11.576, 13.836, -9.011)
H (10.658, 14.147, -7.528)
H (10.122, 13.026, -8.457)
H (12.119, 11.474, -8.181)
H (11.374, 11.965, -6.626)
H (14.356, 11.078, -6.914)
H (16.348, 12.658, -5.846)
H (12.911, 15.033, -6.729)
H (16.247, 15.252, -4.993)
H (14.932, 16.202, -5.622)
H (16.214, 15.721, -6.714)
C (15.346, 3.259, -6.320)
C (15.713, 2.246, -7.313)
N (16.411, 1.135, -6.611)
C (15.836, -0.028, -6.154)
C (16.911, -0.659, -5.458)
N (18.033, 0.098, -5.520)
C (17.734, 1.199, -6.222)
C (19.419, -0.337, -5.175)
H (14.719, 4.082, -6.664)
H (16.218, 3.620, -5.775)
H (14.814, 2.765, -5.507)
H (16.391, 2.565, -8.105)
H (14.825, 1.828, -7.787)
H (14.830, -0.324, -6.412)
H (17.044, -1.579, -4.907)
H (18.446, 1.925, -6.586)
H (20.250, 0.321, -5.429)
H (19.549, -1.264, -5.734)
H (19.478, -0.542, -4.106)
C (9.792, 9.986, -2.996)
C (10.747, 10.356, -4.142)
N (11.749, 11.368, -3.811)
C (11.622, 12.693, -3.455)
C (12.823, 13.243, -3.160)
N (13.763, 12.229, -3.116)
C (13.130, 11.112, -3.631)
C (15.163, 12.303, -2.832)
H (9.123, 9.188, -3.318)
H (9.143, 10.754, -2.575)
H (10.435, 9.686, -2.168)
H (10.141, 10.762, -4.952)
H (11.217, 9.450, -4.522)
H (10.640, 13.113, -3.611)
H (13.181, 14.228, -2.897)
H (13.631, 10.198, -3.914)
H (15.577, 13.214, -3.264)
H (15.706, 11.458, -3.254)
H (15.396, 12.305, -1.767)
C (14.861, 10.646, -9.735)
C (15.733, 10.080, -10.922)
N (15.933, 8.630, -11.025)
C (16.644, 7.900, -11.966)
C (16.540, 6.563, -11.729)
N (15.851, 6.383, -10.520)
C (15.594, 7.669, -10.055)
C (15.507, 5.078, -9.956)
H (14.907, 11.734, -9.777)
H (15.242, 10.331, -8.763)
H (13.858, 10.236, -9.846)
H (16.645, 10.671, -10.833)
H (15.208, 10.358, -11.836)
H (17.214, 8.385, -12.745)
H (16.962, 5.788, -12.351)
H (14.974, 7.841, -9.188)
H (15.454, 4.347, -10.763)
H (14.528, 5.200, -9.494)
H (16.336, 4.928, -9.264)
C (12.437, 7.680, -11.365)
C (11.867, 7.344, -9.965)
N (11.220, 6.025, -9.815)
C (10.193, 5.506, -10.504)
C (9.747, 4.327, -9.937)
N (10.398, 4.244, -8.764)
C (11.377, 5.202, -8.751)
C (10.092, 3.235, -7.756)
H (12.990, 6.884, -11.864)
H (12.899, 8.654, -11.206)
H (11.647, 7.848, -12.096)
H (11.192, 8.096, -9.558)
H (12.702, 7.281, -9.267)
H (9.776, 5.885, -11.426)
H (8.951, 3.684, -10.282)
H (12.062, 5.367, -7.933)
H (9.171, 3.495, -7.233)
H (10.894, 3.218, -7.018)
H (9.975, 2.290, -8.285)
C (19.320, 11.320, -8.799)
C (18.372, 11.103, -7.596)
N (18.493, 9.788, -7.120)
C (19.586, 8.891, -7.195)
C (19.294, 7.598, -6.825)
N (17.910, 7.630, -6.540)
C (17.469, 8.946, -6.648)
C (17.096, 6.706, -5.935)
H (19.000, 10.880, -9.743)
H (20.369, 11.224, -8.520)
H (19.163, 12.367, -9.057)
H (17.340, 11.280, -7.898)
H (18.671, 11.751, -6.772)
H (20.500, 9.362, -7.527)
H (19.961, 6.765, -6.659)
H (16.463, 9.193, -6.343)
H (17.372, 6.539, -4.894)
H (17.464, 5.839, -6.484)
H (16.040, 6.912, -6.110)
C (11.712, 8.438, 3.602)
C (12.284, 7.054, 3.070)
N (13.180, 7.233, 1.907)
C (14.504, 7.667, 1.894)
C (14.868, 8.047, 0.641)
N (13.781, 7.958, -0.133)
C (12.789, 7.284, 0.609)
C (13.496, 8.461, -1.456)
H (12.442, 9.242, 3.689)
H (11.246, 8.399, 4.586)
H (11.069, 8.825, 2.811)
H (11.587, 6.255, 2.817)
H (12.796, 6.709, 3.969)
H (14.943, 7.575, 2.876)
H (15.779, 8.532, 0.323)
H (11.765, 7.204, 0.275)
H (13.781, 7.788, -2.265)
H (14.114, 9.354, -1.555)
H (12.457, 8.790, -1.458)
C (10.487, 5.961, -3.361)
C (11.625, 5.115, -4.017)
N (12.758, 4.957, -3.090)
C (12.696, 4.637, -1.718)
C (14.025, 4.621, -1.197)
N (14.823, 5.060, -2.215)
C (14.044, 5.253, -3.375)
C (16.211, 5.309, -2.100)
H (9.715, 6.310, -4.048)
H (10.867, 6.862, -2.880)
H (9.997, 5.423, -2.549)
H (11.975, 5.663, -4.892)
H (11.162, 4.144, -4.196)
H (11.758, 4.336, -1.274)
H (14.442, 4.386, -0.229)
H (14.375, 5.614, -4.338)
H (16.830, 4.495, -2.476)
H (16.439, 5.410, -1.039)
H (16.437, 6.232, -2.634)
C (7.577, 7.939, -5.889)
C (8.413, 7.374, -7.092)
N (8.590, 8.344, -8.182)
C (9.413, 9.466, -8.148)
C (9.432, 10.029, -9.469)
N (8.556, 9.289, -10.199)
C (7.972, 8.301, -9.390)
C (8.320, 9.440, -11.662)
H (7.922, 8.947, -5.656)
H (7.635, 7.259, -5.039)
H (6.537, 7.970, -6.212)
H (8.009, 6.463, -7.533)
H (9.349, 7.072, -6.621)
H (10.076, 9.666, -7.319)
H (10.019, 10.834, -9.887)
H (7.344, 7.463, -9.653)
H (7.350, 8.998, -11.889)
H (8.973, 8.800, -12.256)
H (8.282, 10.481, -11.984)

Output
net charge = +6
spin multiplicity = 2
frontier orbital gap (spin up / spin down) = 2.698 / 7.010 eV

Entry 2:
CH5P | the ωB97M-V functional and the def2-TZVPD basis

Positions of all 7 atoms, in Å:
C (0.661, 0.410, 0.050)
P (-1.229, 0.123, 0.030)
H (0.787, 0.857, -0.994)
H (1.221, -0.547, 0.096)
H (0.947, 0.982, 0.914)
H (-1.267, -0.925, 0.836)
H (-1.119, -0.900, -0.932)

Output
SMILES string = CP
net charge = 0
spin multiplicity = 1
energy above the lowest of the compared OMol25 structures with the same formula, charge and spin = 0.169 eV
frontier orbital gap = 10.794 eV

Entry 3:
C6H14ClNO | the ωB97M-V functional and the def2-TZVPD basis

Positions of all 23 atoms, in Å:
C (3.109, -0.147, 0.778)
C (-0.920, 1.669, 0.229)
C (-2.596, -0.624, -0.455)
C (-0.611, -2.032, -0.314)
C (1.845, 0.718, 0.491)
C (-0.600, 0.271, 0.459)
N (-1.249, -0.712, -0.131)
O (0.626, -0.026, 0.946)
Cl (-0.397, 1.502, -2.582)
H (3.853, 0.077, 0.051)
H (3.480, 0.078, 1.786)
H (3.020, -1.180, 0.765)
H (-0.193, 2.224, 0.840)
H (-0.916, 1.921, -0.890)
H (-1.857, 2.062, 0.552)
H (-2.848, 0.417, -0.371)
H (-2.817, -0.912, -1.539)
H (-3.379, -1.088, 0.294)
H (-0.822, -2.768, 0.455)
H (-1.008, -2.300, -1.242)
H (0.540, -1.769, -0.395)
H (1.983, 0.814, -0.588)
H (1.757, 1.806, 0.861)

Output
net charge = 0
spin multiplicity = 1
energy above the lowest of the compared OMol25 structures with the same formula, charge and spin = 2.133 eV
frontier orbital gap = 7.902 eV

Entry 4:
C4H9N | the ωB97M-V functional and the def2-TZVPD basis

Positions of all 14 atoms, in Å:
C (-1.040, 0.265, -1.515)
C (0.330, 0.091, -0.854)
N (0.259, -0.745, 0.323)
C (1.110, -0.489, 1.447)
C (-0.255, 0.028, 1.654)
H (-1.479, -0.706, -1.769)
H (-1.736, 0.791, -0.849)
H (-0.949, 0.850, -2.438)
H (0.749, 1.076, -0.598)
H (1.016, -0.398, -1.555)
H (1.886, 0.246, 1.244)
H (1.454, -1.357, 2.001)
H (-0.928, -0.797, 1.346)
H (-0.386, 1.099, 1.465)

Output
SMILES string = CCN1CC1
net charge = 0
spin multiplicity = 1
energy above the lowest of the compared OMol25 structures with the same formula, charge and spin = 2.896 eV
frontier orbital gap = 10.618 eV

Entry 5:
C15H27CrGeN4PSeTe | the ωB97M-V functional and the def2-TZVPD basis

Positions of all 51 atoms, in Å:
Cr (-0.814, 0.362, -0.542)
C (2.784, -1.694, 2.730)
N (3.287, -1.198, 1.464)
C (3.499, -2.324, 0.571)
N (2.333, -3.172, 0.386)
C (1.867, -3.605, 1.689)
N (1.591, -2.523, 2.621)
C (0.462, -1.723, 2.155)
P (0.662, -0.873, 0.462)
C (2.373, -0.230, 0.872)
C (1.288, -2.459, -0.334)
H (2.565, -0.846, 3.388)
H (3.576, -2.303, 3.192)
H (4.301, -2.945, 0.999)
H (3.815, -1.943, -0.405)
H (2.651, -4.238, 2.133)
H (0.958, -4.206, 1.567)
H (0.247, -0.946, 2.907)
H (-0.425, -2.377, 2.094)
H (2.246, 0.616, 1.568)
H (2.809, 0.160, -0.062)
H (1.658, -2.194, -1.335)
H (0.425, -3.129, -0.458)
C (-2.538, 0.608, -4.118)
Ge (-3.118, -0.532, -2.576)
C (-4.623, 0.434, -1.694)
C (-4.032, -2.095, -3.487)
C (-1.833, -1.311, -1.287)
H (-3.397, 0.742, -4.776)
H (-1.729, 0.150, -4.686)
H (-2.200, 1.588, -3.781)
H (-5.343, 0.787, -2.429)
H (-4.262, 1.293, -1.138)
H (-5.137, -0.223, -0.994)
H (-4.805, -1.776, -4.181)
H (-4.495, -2.741, -2.745)
H (-3.312, -2.690, -4.041)
H (-1.303, -2.119, -1.820)
H (-2.447, -1.803, -0.496)
Se (-1.872, 2.144, 0.215)
C (0.625, 4.085, 1.020)
C (0.113, 5.362, 0.992)
C (0.676, 6.299, 1.852)
N (1.668, 6.029, 2.688)
C (2.133, 4.792, 2.708)
C (1.646, 3.777, 1.889)
H (-0.704, 5.631, 0.339)
H (0.326, 7.328, 1.877)
H (2.938, 4.608, 3.416)
H (2.065, 2.783, 1.957)
Te (0.800, 0.640, -2.367)

Output
net charge = -2
spin multiplicity = 5
energy above the lowest of the compared OMol25 structures with the same formula, charge and spin = 2.988 eV
frontier orbital gap (spin up / spin down) = 4.226 / 4.819 eV

Entry 6:
C4H11N2 | the ωB97M-V functional and the def2-TZVPD basis

Positions of all 17 atoms, in Å:
C (-1.372, 1.042, 0.382)
C (-0.422, 0.660, -0.441)
N (-0.826, 1.109, -1.913)
C (0.816, -0.096, -0.260)
C (0.665, -1.370, 0.595)
N (0.883, -1.054, 2.025)
H (-1.381, 0.802, 1.443)
H (-2.151, 1.815, 0.298)
H (-1.328, 1.994, -1.866)
H (-1.550, 0.435, -2.151)
H (-0.006, 1.131, -2.513)
H (1.321, -0.345, -1.203)
H (1.678, 0.472, 0.120)
H (-0.355, -1.740, 0.536)
H (1.315, -2.185, 0.274)
H (0.875, -1.942, 2.519)
H (1.838, -0.728, 2.155)

Output
SMILES string = C=C([NH3+])CCN
net charge = +1
spin multiplicity = 1
energy above the lowest of the compared OMol25 structures with the same formula, charge and spin = 2.425 eV
frontier orbital gap = 9.405 eV